# C39H45N9O5PS5Sr

A molecular structure, C39H45N9O5PS5Sr (ωB97M-V/def2-TZVPD, OMol25).

Computed properties:
- frontier orbital gap (eV) = 4.15
- energy (Ha) = -4745.4733
- strongest force on any atom (eV/A) = 3.530
- charge = -1

Last column: Mulliken charge in e.
Geometry (Å):
Sr 9.62517 13.67063 12.88591  1.211
C 10.62185 14.76253 8.03039  -1.140
C 10.87763 13.54948 7.37022  -0.431
C 10.84011 12.37614 8.07088  -0.984
C 10.50088 12.39484 9.48891  1.180
N 10.23182 13.58065 10.07969  0.849
C 10.28364 14.71691 9.37680  -0.295
C 10.16252 11.13819 10.14426  -0.326
C 10.18835 9.93024 9.45273  -0.725
C 9.58628 8.82012 10.02032  -0.870
C 9.06291 8.91420 11.28991  -0.821
C 9.03227 10.17977 11.92488  -0.133
N 9.60290 11.25438 11.37848  0.986
C 8.12561 10.42552 13.02976  0.459
C 7.04705 9.51524 13.25804  -1.042
C 6.12775 9.77183 14.30222  -0.513
C 6.37195 10.86495 15.11784  -1.041
C 7.35396 11.75402 14.75526  -0.527
N 8.26413 11.53385 13.80602  1.153
H 10.49963 15.67734 7.45818  0.436
H 11.16440 13.58152 6.30353  0.344
H 10.91960 11.43507 7.52169  0.158
H 10.10190 15.59221 10.00942  0.473
H 10.81596 9.80092 8.54366  0.296
H 9.47399 7.89578 9.42186  0.364
H 8.68191 8.02408 11.85060  0.508
H 6.83778 8.75136 12.50855  0.465
H 5.29745 9.08502 14.44683  0.413
H 5.79361 11.02821 16.05281  0.357
H 7.43016 12.68478 15.24074  0.475
S 7.76370 16.88385 20.55986  0.094
N 7.40314 17.49323 19.08114  -0.670
C 8.13376 16.80404 18.16820  0.721
C 8.10345 16.92448 16.74592  0.310
C 7.32856 17.87971 16.10171  -0.578
C 7.24403 17.87854 14.72103  -0.937
C 7.89182 16.92501 13.99674  -0.634
N 8.61779 15.96950 14.55883  0.694
C 8.74778 15.89904 15.89887  -0.112
C 9.46246 14.80316 16.50946  -0.691
N 10.00897 13.88537 15.71066  1.040
C 10.88048 12.99894 16.25633  -0.648
C 11.17400 12.98730 17.60618  -1.142
C 10.43840 13.83251 18.44223  -0.493
C 9.61855 14.78047 17.94536  0.120
C 8.86318 15.73603 18.77703  0.801
N 8.74844 15.64785 20.10087  -0.682
H 6.75183 18.55584 16.73726  0.462
H 6.56252 18.52672 14.18350  0.423
H 7.83636 16.94702 12.89713  0.534
H 11.31862 12.24804 15.58162  0.422
H 12.00355 12.34706 17.91950  0.577
H 10.48406 13.78208 19.52840  0.519
O 5.34709 15.49032 11.20391  -0.635
S 6.14463 14.53820 11.98458  0.874
O 7.67725 14.86651 12.00372  -0.701
O 5.68067 14.31243 13.33987  -0.622
S 5.98330 12.61389 11.14263  -0.660
C 15.22999 12.27704 10.64045  -1.213
C 14.70102 13.49371 9.91613  0.726
C 15.77890 14.52170 9.68947  -1.404
O 13.53717 14.16310 10.52989  -0.304
P 13.26901 14.32918 12.12499  0.214
S 12.15698 15.96084 12.35781  -0.451
S 12.50408 12.64656 12.82207  -0.396
O 14.79721 14.50545 12.61287  -0.112
C 15.44872 14.70852 13.91559  0.585
C 14.67247 15.62957 14.84887  -1.289
C 15.82471 13.34623 14.50044  -0.987
H 16.05475 11.80631 10.12494  0.569
H 14.45724 11.52315 10.69752  0.229
H 15.60018 12.52079 11.61946  0.057
H 14.21075 13.12714 8.97638  0.294
H 16.20869 14.81746 10.61492  0.180
H 15.34831 15.40156 9.15694  0.300
H 16.58534 14.13989 9.05718  0.475
H 16.37210 15.21650 13.60259  0.103
H 13.65047 15.23067 15.06218  0.079
H 14.51449 16.55164 14.34950  0.408
H 15.17595 15.75111 15.81906  0.449
H 14.94779 12.73068 14.43928  0.085
H 16.06413 13.43137 15.58671  0.414
H 16.62064 12.85782 13.91983  0.273
C 13.14784 7.00775 14.34472  -1.059
C 13.82719 7.81011 15.40283  -0.976
N 12.94730 8.04885 16.50897  0.154
C 13.00611 7.10598 17.59560  -0.896
C 11.98517 5.96830 17.48547  -0.921
C 11.95827 8.97206 16.46564  0.996
C 11.07548 9.19557 17.67778  -1.312
N 11.73996 9.76186 15.46074  -0.284
H 13.67586 7.09470 13.41397  0.428
H 12.14458 7.35112 14.19904  0.321
H 13.14572 5.93375 14.65213  0.285
H 14.19534 8.74875 15.01018  0.497
H 14.73153 7.33947 15.77273  0.412
H 12.78291 7.60047 18.54204  0.389
H 14.03000 6.71880 17.66906  0.438
H 10.97990 6.26124 17.77978  0.277
H 12.31090 5.18155 18.15364  0.388
H 11.90862 5.58948 16.43650  0.205
H 11.69626 9.72899 18.47659  0.241
H 10.66690 8.29309 18.12986  0.309
H 10.28184 9.92230 17.44153  0.231
H 12.49068 9.78403 14.76273  -0.076

# C4H10NO2PS

A molecular structure, C4H10NO2PS (ωB97M-V/def2-TZVPD, OMol25).

Computed properties:
- frontier orbital gap (eV) = 8.34
- energy (Ha) = -1103.1098
- strongest force on any atom (eV/A) = 6.477

Last column: Mulliken charge in e.
Geometry (Å):
C 0.57332 1.12493 -1.59659  -0.619
C 1.85894 1.27974 -0.83609  -0.512
C -0.03671 -0.26997 0.21216  0.098
C -1.64994 0.95469 1.16917  -0.876
N -0.21023 -0.08828 -1.13855  -0.329
O -0.08176 -1.92306 2.50818  -0.633
O -1.29902 -2.67290 0.43608  -0.486
P -0.10595 -1.89911 1.03391  0.548
S 1.52118 0.33709 0.77223  -0.190
H -0.12560 2.05626 -1.26811  0.168
H 0.76792 1.04513 -2.63951  0.449
H 2.50637 0.71201 -1.40506  0.321
H 2.21674 2.27956 -0.66949  0.374
H -1.91772 1.46096 0.23695  0.268
H -1.01662 1.62022 1.84661  0.254
H -2.05948 0.07288 1.40872  0.459
H 0.08776 -0.88070 -1.65969  0.299
H 0.97142 -2.41059 0.47445  0.042
H -2.00061 -2.79887 1.11463  0.365

# C36H37CoN6O2P2

A molecular structure, C36H37CoN6O2P2 (ωB97M-V/def2-TZVPD, OMol25).

Computed properties:
- frontier orbital gap (eV) = 7.15
- energy (Ha) = -3938.3516
- strongest force on any atom (eV/A) = 0.420

Last column: Mulliken charge in e.
Geometry (Å):
Co 1.01481 1.45005 -1.08734  -1.099
N -0.84435 0.00307 1.43973  0.505
P -0.36054 1.42192 0.68206  0.913
C 0.51714 2.37936 1.94962  0.242
C 1.26233 3.47981 1.52895  -0.807
C 1.96049 4.24710 2.45030  -0.913
C 1.92399 3.91262 3.79590  -0.588
C 1.19237 2.81036 4.21824  -0.719
C 0.49136 2.04587 3.29834  -0.294
C -1.92675 2.29354 0.42931  0.797
C -2.00701 3.68327 0.44282  -0.428
C -3.20330 4.31178 0.14241  -0.588
C -4.32677 3.56120 -0.18044  -0.585
C -4.25305 2.17801 -0.19630  -0.714
C -3.05721 1.54336 0.10841  -0.377
P -0.95801 -1.62031 0.78923  0.196
C -1.72595 -2.42205 2.25715  0.409
C -2.19200 -3.71797 2.03032  -0.442
C -2.78274 -4.45113 3.04626  -0.703
C -2.94019 -3.88973 4.30652  -0.448
C -2.49397 -2.59939 4.54296  -0.867
C -1.88558 -1.87250 3.52696  0.055
C 0.75864 -2.23276 1.02562  0.614
C 1.42801 -2.69570 -0.10026  0.173
C 2.73628 -3.16125 0.00166  -0.573
C 3.37548 -3.16425 1.23350  -0.490
C 2.70685 -2.70378 2.36751  -0.679
C 1.40520 -2.24084 2.26063  -0.755
H -1.64820 0.19075 2.02936  0.546
H 1.29554 3.74872 0.47678  0.505
H 2.53347 5.10219 2.11627  0.434
H 2.46972 4.50808 4.51613  0.402
H 1.17132 2.54454 5.26730  0.434
H -0.05733 1.17213 3.62597  0.301
H -1.13409 4.27944 0.67589  0.302
H -3.25325 5.39250 0.14011  0.389
H -5.25319 4.05680 -0.43676  0.341
H -5.11859 1.58908 -0.46775  0.394
H -2.99833 0.46312 0.04456  0.123
H -2.09345 -4.15310 1.04140  0.331
H -3.13372 -5.45607 2.85121  0.397
H -3.41338 -4.45486 5.09868  0.380
H -2.61365 -2.15461 5.52252  0.420
H -1.52003 -0.87770 3.75176  0.170
H 0.93299 -2.65635 -1.06419  -0.166
H 3.25119 -3.52167 -0.87980  0.503
H 4.39080 -3.52984 1.31730  0.404
H 3.20440 -2.70923 3.32876  0.395
H 0.88835 -1.87674 3.14052  0.321
C 4.81882 -0.03067 -0.36724  -2.107
C 3.55417 0.49789 -0.95878  0.893
N 2.47236 0.64580 -0.23147  0.605
O 2.52305 0.28010 1.10759  -0.577
C 3.44608 0.85845 -2.32452  0.292
C 4.48146 0.70355 -3.38750  -1.578
N 2.23466 1.33255 -2.63609  0.983
O 1.94207 1.63678 -3.79205  -0.729
H 4.86183 0.18930 0.69693  0.390
H 5.68300 0.40474 -0.86240  0.597
H 4.86517 -1.11466 -0.50017  0.290
H 2.77428 -0.65738 1.13489  0.344
H 5.36586 0.18634 -3.02191  0.401
H 4.78071 1.67537 -3.78651  0.293
H 4.06757 0.13737 -4.22411  0.324
N -4.12865 2.92689 -3.45958  -0.629
C -3.05609 3.31318 -3.26400  0.600
N -1.85695 3.83316 -3.06800  -0.761
C -0.93064 3.25266 -2.44159  0.677
N -0.01844 2.83263 -1.83527  -0.241
C -0.44359 -2.86609 -3.71513  -1.684
C -1.32780 -1.68926 -3.28500  1.999
C -1.80187 -0.91678 -4.52468  -1.711
C -2.54195 -2.21409 -2.51283  -1.420
C -0.54367 -0.76667 -2.44411  0.057
C 0.04061 0.03760 -1.76021  0.414
H -1.01041 -3.54318 -4.35783  0.445
H -0.09662 -3.43081 -2.84691  0.356
H 0.42822 -2.51161 -4.26660  0.331
H -2.36442 -1.58166 -5.18437  0.436
H -0.95073 -0.51357 -5.07495  0.337
H -2.44500 -0.08282 -4.24009  0.338
H -3.11677 -2.88971 -3.14959  0.466
H -3.18858 -1.38994 -2.20698  0.255
H -2.23383 -2.75234 -1.61508  0.151

# C3H3NO2

A molecular structure, C3H3NO2 (ωB97M-V/def2-TZVPD, OMol25).

Computed properties:
- frontier orbital gap (alpha / beta) (eV) = 8.53 / 8.53
- energy (Ha) = -321.2842
- strongest force on any atom (eV/A) = 3.440

Last column: Mulliken charge in e.
Geometry (Å):
O -2.57018 0.05231 -0.47062  -0.382
C -1.44615 -0.08133 -0.13028  0.433
N -0.26668 -0.58562 -0.74185  -0.087
C 0.94313 -0.22818 -0.14999  -0.459
C 0.76300 0.83205 0.67571  0.096
O -0.45766 1.29885 0.71805  -0.516
H -0.25362 -1.49739 -1.19472  0.271
H 1.75484 -0.94087 -0.09349  0.302
H 1.53332 1.15017 1.38718  0.342

# C4H7NO2

2 unconnected molecules or ions with the total composition C4H7NO2 (ωB97M-V/def2-TZVPD, OMol25).

Computed properties:
- frontier orbital gap (alpha / beta) (eV) = 8.31 / 8.08
- energy (Ha) = -361.7104
- strongest force on any atom (eV/A) = 0.994

Last column: Mulliken charge in e.
Geometry (Å):
C 2.08826 -0.01646 -0.68887  -0.541
N 1.70935 -0.83493 0.43095  -0.331
C 0.83256 -0.90935 1.24694  0.696
C -1.05485 1.34538 0.21005  -0.722
O -1.56835 0.45083 -0.59170  -0.221
C -2.09902 -0.69217 -0.31575  -0.470
O 0.04305 -1.10458 2.10297  -0.503
H 1.36362 0.78822 -0.84995  0.206
H 3.07915 0.40927 -0.50771  0.278
H 2.14158 -0.63470 -1.58903  0.249
H -0.80137 2.27675 -0.27265  0.363
H -1.15847 1.20892 1.28101  0.377
H -2.40770 -1.27013 -1.17299  0.275
H -2.16781 -1.01704 0.71674  0.345

# C6H8N2O2S

A molecular structure, C6H8N2O2S (ωB97M-V/def2-TZVPD, OMol25).

Computed properties:
- frontier orbital gap (alpha / beta) (eV) = 8.72 / 8.75
- energy (Ha) = -891.3964
- strongest force on any atom (eV/A) = 3.253

Last column: Mulliken charge in e.
Geometry (Å):
C -0.36105 -2.10894 0.02506  -0.582
C -1.51800 -1.42115 0.12990  0.015
C -2.42055 1.00133 -0.06604  0.196
C 0.96543 -1.51856 -0.05939  -0.458
C -1.27102 2.04387 -0.11764  -0.220
C -0.41700 0.83971 0.30595  -0.417
N 3.11696 0.59403 0.64829  -0.117
N -1.57848 -0.03456 0.23489  0.130
O -3.60914 1.08751 -0.14403  -0.599
O 3.93011 1.19973 -0.17487  -0.272
S 0.94461 0.11875 -0.86998  -0.208
H -0.41717 -3.17996 -0.18646  0.275
H -2.42059 -2.01483 -0.03171  0.358
H 1.41663 -1.20129 0.90078  0.296
H 1.78822 -2.09480 -0.57505  0.389
H -1.23562 2.41493 -1.17191  0.260
H -1.46856 2.92540 0.65243  0.244
H 0.05020 0.68334 1.23140  0.376
H 4.50503 0.66549 -0.73161  0.335